(1)
The following is a DFT calculation (ωB97M-V with the def2-TZVPD basis set) of C5H9MgO4V as an isolated structure in a non-equilibrium geometry.

Geometry as XYZ:
```
20
Properties=species:S:1:pos:R:3:forces:R:3
O -0.848 0.040 -2.537 -0.4259 -0.3044 0.1976
C -1.809 -0.408 -1.754 -0.2733 -0.1668 0.0223
C -1.656 -0.854 -0.474 -0.5783 -0.0631 -0.0143
O -0.268 -0.799 -0.078 -0.0655 -0.1793 0.5722
C 0.001 0.132 0.956 -0.2433 0.3422 0.1436
C 1.490 0.357 1.004 0.2252 -0.1236 0.4207
O 1.909 0.730 -0.306 0.0743 0.0276 0.1039
C 3.271 1.131 -0.374 0.4878 0.1104 -0.0133
V 0.896 -0.442 -1.750 0.6758 0.2090 -0.9762
H -2.826 -0.437 -2.184 0.2724 0.0478 0.1018
H -0.357 -0.248 1.926 0.0687 0.0571 -0.1705
H -0.515 1.081 0.739 0.0886 -0.2358 0.0479
H 2.025 -0.556 1.311 -0.1117 0.1859 -0.0902
H 1.725 1.162 1.716 -0.0369 -0.1308 -0.1445
H 3.508 1.323 -1.426 -0.0971 -0.0896 0.3344
H 3.418 2.048 0.213 -0.0647 -0.1588 -0.0761
H 3.926 0.336 0.012 -0.1535 0.1695 -0.1363
H -5.632 -1.096 1.246 0.1080 -0.2196 0.0091
Mg -3.247 -1.677 0.590 -0.6588 0.3894 -0.1960
O -5.011 -1.825 1.167 0.7083 0.1329 -0.1362
```
Positions in Å, forces in eV/Å.

As for the highest occupied orbital energy (alpha / beta): -5.0 / -7.9 eV. For the LUMO energy (alpha / beta), the calculation gives -0.0107 / -0.0108 hartree. The total energy is -44649.9562 eV. Its expectation value of S² is 6.0050. Its multiplicity is 5. The value obtained for the relative energy (zero: lowest compared OMol25 entry of this formula, charge and spin) is 7.69 kcal/mol.

Atom-resolved charges from Mulliken, all expressed in e:
1. O -0.71
2. C 0.02
3. C 0.01
4. O -0.41
5. C -0.37
6. C -0.48
7. O -0.17
8. C -0.80
9. V 0.26
10. H 0.26
11. H 0.32
12. H 0.33
13. H 0.30
14. H 0.38
15. H 0.26
16. H 0.28
17. H 0.33
18. H 0.22
19. Mg 0.67
20. O -0.70



(2)
The following is a DFT calculation (ωB97M-V with the def2-TZVPD basis set) of C33H39BiCl3N6O4PS5Sb2Si as an isolated structure.

Geometry as XYZ:
```
95
Properties=species:S:1:pos:R:3:forces:R:3
Bi -0.432 -1.832 2.367 0.2112 0.0099 0.2881
S -4.285 -1.511 5.407 0.0219 0.0165 -0.0704
Sb -2.251 -2.480 5.299 0.0423 -0.0520 0.0602
S -0.511 -0.854 4.707 -0.1082 -0.0478 0.0255
S -1.885 -3.718 3.185 -0.1060 0.0783 0.0146
S -1.557 -3.763 7.013 0.0086 0.0044 -0.0306
Cl 1.408 -4.667 4.615 -0.0110 0.0204 -0.0013
Si 1.797 -3.198 3.232 0.1219 0.0547 -0.0736
Cl 2.854 -4.174 1.701 -0.0554 0.0091 0.0002
Cl 3.264 -2.007 4.139 -0.0859 -0.0437 -0.0758
C 0.878 -1.519 -3.802 -0.0325 -0.0217 0.0065
N 0.614 -2.777 -3.109 -0.0561 0.1297 0.1013
C 1.788 -3.640 -3.119 -0.0284 -0.0487 0.0129
P -0.185 -2.654 -1.631 0.0228 0.0900 0.0331
O 0.642 -2.170 -0.494 0.0091 -0.0792 -0.0022
N -1.493 -1.668 -1.851 0.1521 -0.0926 -0.0059
C -1.359 -0.229 -1.606 0.1765 0.1877 -0.0263
C -2.529 -1.984 -2.825 0.0147 -0.0806 -0.0297
N -0.654 -4.225 -1.403 -0.0484 0.0254 -0.0924
C -1.269 -5.040 -2.427 0.0202 -0.0519 -0.0144
C -0.801 -4.750 -0.056 -0.0076 -0.0011 -0.0176
H 1.209 -1.738 -4.819 0.0103 -0.0035 0.0152
H 1.657 -0.930 -3.301 0.0015 0.0151 -0.0140
H -0.024 -0.920 -3.868 -0.1010 0.0946 0.0069
H 2.057 -3.864 -4.155 0.0047 -0.0118 0.0013
H 1.574 -4.571 -2.600 0.0144 -0.0168 0.0124
H 2.645 -3.162 -2.632 0.0399 0.0016 0.0154
H -0.472 -0.033 -1.007 -0.0040 -0.0269 0.0361
H -2.240 0.129 -1.075 0.1501 0.0039 -0.0624
H -1.304 0.331 -2.542 -0.0142 0.0142 -0.0106
H -2.942 -2.975 -2.643 -0.0096 -0.0379 -0.0094
H -2.165 -1.928 -3.856 -0.0312 0.0169 -0.0404
H -3.328 -1.250 -2.731 -0.0072 0.0358 -0.0062
H -1.139 -4.583 -3.405 -0.0062 0.0186 -0.0211
H -2.339 -5.181 -2.241 -0.0149 -0.0242 -0.0148
H -0.798 -6.030 -2.443 -0.0176 -0.0103 0.0001
H -0.126 -4.228 0.616 0.0350 0.0063 0.0361
H -0.514 -5.804 -0.050 -0.0033 -0.0279 0.0127
H -1.825 -4.665 0.317 -0.0201 0.0000 0.0298
C 4.646 5.165 3.632 0.0155 -0.0027 0.0250
C 4.464 4.108 4.512 0.0126 0.0259 0.0113
C 3.726 3.000 4.119 -0.0070 -0.0109 0.0437
C 3.171 2.925 2.844 -0.0388 -0.1197 0.0592
C 3.352 3.995 1.974 -0.0155 0.0041 -0.0616
C 4.084 5.107 2.365 -0.0003 0.0388 -0.0331
Sb 2.110 1.126 2.319 -0.0703 -0.0760 -0.2531
C 1.146 1.912 0.572 0.0434 0.0656 0.1054
C 1.759 2.062 -0.670 0.0658 -0.0557 0.0194
C 1.069 2.626 -1.733 -0.0103 -0.0279 -0.0371
C -0.242 3.052 -1.572 -0.0636 0.0071 -0.0696
C -0.863 2.908 -0.341 0.0433 -0.0641 0.0306
C -0.172 2.336 0.720 -0.0589 0.0032 0.0175
C 3.767 0.224 1.297 0.0350 0.1581 0.1120
C 5.075 0.506 1.679 0.0000 0.0655 -0.0199
C 6.142 -0.144 1.076 0.0453 -0.0248 -0.0349
C 5.911 -1.085 0.083 0.0268 0.0066 0.0147
C 4.610 -1.374 -0.298 -0.0161 -0.0390 -0.0257
C 3.541 -0.727 0.307 -0.0459 -0.0711 0.0577
H 5.218 6.033 3.934 0.0088 0.0176 0.0085
H 4.891 4.148 5.506 0.0106 -0.0004 0.0220
H 3.578 2.187 4.822 0.0054 -0.0209 0.0072
H 2.918 3.966 0.982 -0.0110 -0.0182 -0.0260
H 4.215 5.933 1.676 0.0023 0.0081 -0.0073
H 2.778 1.720 -0.814 0.0073 0.0164 0.0071
H 1.551 2.717 -2.699 -0.0040 0.0091 -0.0165
H -0.790 3.463 -2.410 -0.0119 -0.0057 -0.0400
H -1.894 3.211 -0.218 -0.0147 0.0395 0.0096
H -0.680 2.202 1.671 0.0013 0.0125 0.0030
H 5.274 1.243 2.449 -0.0125 -0.0036 0.0043
H 7.155 0.082 1.387 0.0195 0.0058 0.0009
H 6.742 -1.599 -0.383 0.0181 -0.0146 -0.0150
H 4.418 -2.126 -1.053 -0.0069 -0.0081 -0.0154
H 2.534 -0.997 0.010 -0.0839 -0.0262 -0.0360
O -4.960 1.767 -4.988 0.0372 -0.0140 0.0037
S -3.728 2.329 -4.457 -0.1128 0.0018 -0.0673
O -2.664 1.363 -4.245 0.0533 -0.0724 0.0460
O -3.297 3.566 -5.076 0.0127 0.0158 0.0325
C -4.244 2.811 -2.774 0.0370 0.0465 -0.0352
N -4.775 4.023 -2.619 0.0088 0.0032 -0.0358
C -5.155 4.343 -1.390 0.0037 0.0334 0.0081
C -4.998 3.498 -0.307 -0.0151 -0.0307 -0.0217
C -4.433 2.258 -0.577 -0.0486 0.0427 0.0984
N -4.075 1.912 -1.811 -0.0381 -0.0378 -0.0187
C -4.107 1.277 0.488 -0.0397 -0.0917 -0.0261
C -4.169 -0.088 0.228 -0.0630 0.0712 0.0730
C -3.636 -0.962 1.158 0.0342 0.0250 -0.0298
N -3.045 -0.557 2.279 -0.0527 -0.0698 -0.0672
C -3.064 0.737 2.566 0.0304 0.0400 0.1254
C -3.597 1.688 1.712 0.0258 0.0323 -0.0486
H -5.597 5.328 -1.263 -0.0152 -0.0052 -0.0083
H -5.312 3.783 0.687 0.0164 -0.0097 0.0336
H -4.560 -0.439 -0.717 -0.0255 -0.0282 0.0020
H -3.623 -2.033 0.985 -0.0095 -0.0413 -0.0283
H -2.594 1.014 3.504 -0.0156 0.0077 0.0009
H -3.528 2.739 1.963 -0.0014 0.0319 0.0064
```
Positions in Å, forces in eV/Å.

As for the highest occupied orbital energy: -3.2 eV. For the LUMO energy, the calculation gives 0.1343 hartree. The total energy is -179821.3672 eV. The value obtained for the relative energy (zero: lowest compared OMol25 entry of this formula, charge and spin) is 0.00 kcal/mol. Its total charge is -2.

Atom-resolved charges from Mulliken, all expressed in e:
1. Bi 0.79
2. S -0.66
3. Sb 0.69
4. S -0.51
5. S -0.55
6. S -0.66
7. Cl -0.25
8. Si 0.52
9. Cl -0.33
10. Cl -0.29
11. C -0.80
12. N 0.12
13. C -0.86
14. P -0.15
15. O -0.20
16. N 1.20
17. C -0.13
18. C -1.01
19. N 0.63
20. C -1.36
21. C -0.43
22. H 0.38
23. H 0.18
24. H 0.18
25. H 0.39
26. H 0.32
27. H 0.10
28. H 0.08
29. H -0.64
30. H 0.46
31. H 0.14
32. H 0.35
33. H 0.33
34. H 0.39
35. H 0.37
36. H 0.32
37. H -0.48
38. H 0.33
39. H 0.27
40. C -0.40
41. C -0.53
42. C -0.54
43. C -0.11
44. C 0.05
45. C -0.69
46. Sb 0.78
47. C 0.15
48. C -0.18
49. C -0.90
50. C -0.50
51. C -0.33
52. C -0.69
53. C -0.14
54. C -0.39
55. C -0.67
56. C -0.53
57. C -0.52
58. C -0.25
59. H 0.35
60. H 0.38
61. H 0.38
62. H 0.39
63. H 0.37
64. H 0.47
65. H 0.43
66. H 0.39
67. H 0.50
68. H 0.36
69. H 0.37
70. H 0.35
71. H 0.37
72. H 0.25
73. H 0.71
74. O -0.71
75. S 1.09
76. O -0.53
77. O -0.72
78. C 0.09
79. N -0.55
80. C -0.48
81. C -0.52
82. C 0.35
83. N -0.04
84. C 1.26
85. C -0.74
86. C -0.22
87. N 0.00
88. C -0.89
89. C -0.85
90. H 0.42
91. H 0.50
92. H 0.39
93. H 0.40
94. H 0.50
95. H 0.36



(3)
The following is a DFT calculation (ωB97M-V with the def2-TZVPD basis set) of C15H16CrN2OS2 as an isolated structure.

Geometry as XYZ:
```
37
Properties=species:S:1:pos:R:3:forces:R:3
Cr 1.451 -0.725 0.339 0.0388 0.0001 0.1479
S 3.564 -0.145 1.392 0.0169 0.0176 -0.0011
C 3.521 -1.699 2.130 -0.1012 0.0024 -0.0290
S 2.146 -2.685 1.753 0.0516 -0.0087 -0.0078
C 4.524 -2.149 2.992 0.1614 -0.0768 0.1210
C 4.474 -3.433 3.610 -0.0541 0.0786 0.0290
N 4.464 -4.458 4.144 0.0460 0.0567 -0.0573
C 5.664 -1.355 3.312 -0.0495 -0.0775 -0.0659
N 6.611 -0.755 3.592 -0.0388 -0.0137 0.0205
C -1.245 -2.430 0.335 -0.0352 -0.0724 0.1031
O -0.261 -1.743 -0.412 0.0304 -0.3480 -0.0673
H -2.004 -2.857 -0.328 0.0294 0.0397 0.0282
H -1.732 -1.770 1.060 0.0105 -0.0475 -0.0350
H -0.738 -3.229 0.876 -0.0128 0.0055 -0.0075
H -0.615 -0.970 -0.903 0.0734 0.2598 0.0017
C -0.075 3.300 -0.713 -0.1300 -0.0127 -0.0019
C -0.361 1.837 -0.347 -0.1278 0.0580 0.0814
C -0.698 1.810 1.146 0.0270 0.0218 -0.0442
C 0.769 0.886 -0.672 -0.0444 -0.0079 -0.1867
C -1.466 1.230 -1.190 0.3355 0.0884 -0.1604
C -2.499 0.419 -0.661 -0.2773 -0.0063 0.0999
C -3.364 -0.289 -1.480 -0.0636 -0.0022 -0.0459
C -3.312 -0.173 -2.867 -0.0098 -0.1068 0.0985
C -2.396 0.749 -3.401 -0.0661 -0.0123 -0.1681
C -1.523 1.434 -2.600 0.0962 0.1132 0.1495
H 0.774 3.642 -0.121 0.0660 0.0287 0.0669
H -0.941 3.949 -0.517 0.0312 0.0013 -0.0199
H 0.202 3.399 -1.761 0.0088 0.0170 -0.0688
H 0.148 2.229 1.693 0.0056 0.0181 0.0228
H -0.828 0.787 1.506 -0.0115 -0.0369 0.0186
H -1.604 2.383 1.386 0.0154 -0.0184 -0.0188
H 1.212 1.162 -1.643 -0.0256 -0.0161 0.0160
H -2.607 0.322 0.411 0.0103 -0.0193 0.0245
H -4.105 -0.940 -1.022 -0.0065 0.0165 0.0066
H -3.984 -0.731 -3.506 -0.0312 -0.0088 -0.0030
H -2.368 0.912 -4.474 0.0106 0.0116 -0.0115
H -0.799 2.092 -3.059 0.0204 0.0573 -0.0362
```
Positions in Å, forces in eV/Å.

As for the highest occupied orbital energy (alpha / beta): 1.5 / 0.3 eV. For the LUMO energy (alpha / beta), the calculation gives 0.1871 / 0.1849 hartree. The total energy is -70932.6142 eV. Its expectation value of S² is 6.1320. Its multiplicity is 5. Its total charge is -2.

Atom-resolved charges from Mulliken, all expressed in e:
1. Cr 0.05
2. S -0.44
3. C 0.87
4. S -0.54
5. C -0.08
6. C 0.11
7. N -0.62
8. C 0.10
9. N -0.62
10. C -0.66
11. O -0.42
12. H 0.26
13. H 0.23
14. H 0.32
15. H 0.37
16. C -1.83
17. C 2.66
18. C -2.18
19. C -0.98
20. C 0.03
21. C -0.49
22. C -0.01
23. C -0.88
24. C -0.27
25. C -0.94
26. H 0.45
27. H 0.33
28. H 0.37
29. H 0.43
30. H 0.26
31. H 0.38
32. H 0.10
33. H 0.39
34. H 0.42
35. H 0.35
36. H 0.35
37. H 0.14